Record 1
{"formula": "C27H83N19O12", "method": "ωB97M-V/def2-TZVPD", "symbols": ["C", "O", "C", "C", "C", "N", "H", "H", "H", "H", "H", "H", "H", "H", "H", "H", "H", "C", "O", "C", "C", "C", "N", "H", "H", "H", "H", "H", "H", "H", "H", "H", "H", "H", "C", "O", "C", "C", "C", "N", "H", "H", "H", "H", "H", "H", "H", "H", "H", "H", "H", "C", "O", "C", "C", "C", "N", "H", "H", "H", "H", "H", "H", "H", "H", "H", "H", "H", "C", "O", "C", "C", "C", "N", "H", "H", "H", "H", "H", "H", "H", "H", "H", "H", "H", "N", "C", "N", "O", "H", "H", "H", "H", "N", "C", "N", "O", "H", "H", "H", "H", "N", "C", "N", "O", "H", "H", "H", "H", "N", "C", "N", "O", "H", "H", "H", "H", "N", "C", "N", "O", "H", "H", "H", "H", "N", "C", "N", "O", "H", "H", "H", "H", "N", "C", "N", "O", "H", "H", "H", "H"], "coordinates": [[-10.72248, 3.59545, 26.85275], [-11.22073, 2.30354, 27.00750], [-11.54923, 1.95164, 28.33482], [-11.62081, 0.42068, 28.56454], [-12.58996, -0.31015, 27.63715], [-12.08710, 0.20142, 29.91801], [-10.61193, 3.84467, 25.79740], [-9.70605, 3.69689, 27.23309], [-11.37924, 4.34822, 27.28878], [-10.79213, 2.45973, 28.93209], [-12.50850, 2.34565, 28.67045], [-10.60552, 0.02585, 28.52758], [-12.75000, -1.38299, 27.74439], [-12.22048, -0.26483, 26.61268], [-13.58180, 0.14191, 27.64041], [-13.08475, 0.11068, 29.78930], [-11.81135, -0.74408, 30.14183], [-11.22712, 6.18837, 17.84950], [-10.78183, 5.80026, 19.10625], [-9.77708, 6.76122, 19.59446], [-9.19893, 6.17376, 20.87323], [-8.22781, 7.03495, 21.65499], [-8.58304, 4.84883, 20.60926], [-12.11770, 5.62518, 17.57058], [-10.42661, 5.99260, 17.13609], [-11.51142, 7.22271, 18.04297], [-8.95414, 7.08835, 18.95899], [-10.28360, 7.63020, 20.01445], [-10.01484, 5.99818, 21.57435], [-7.32239, 7.24665, 21.08622], [-8.02756, 6.42001, 22.53242], [-8.72762, 7.93839, 22.00440], [-8.17356, 4.39717, 21.41451], [-9.29691, 4.22145, 20.26742], [-16.28594, -0.21378, 22.30295], [-15.18958, -0.76516, 21.61354], [-14.24216, -1.27645, 22.58601], [-13.63115, -2.73108, 22.22741], [-13.29666, -2.77657, 20.78353], [-14.49068, -3.88772, 22.44237], [-16.75998, -0.97680, 22.92036], [-16.96953, 0.12979, 21.52657], [-16.08156, 0.63416, 22.95665], [-13.46866, -0.53240, 22.77627], [-14.62369, -1.41898, 23.59705], [-12.69016, -2.93687, 22.73760], [-14.04253, -2.37295, 20.09880], [-13.06793, -3.79946, 20.48439], [-12.31331, -2.33467, 20.62274], [-14.96813, -4.05606, 21.56841], [-15.21920, -3.73922, 23.12597], [-3.51064, 12.80348, 25.30057], [-3.59257, 11.36993, 25.31519], [-4.86239, 10.84321, 25.72562], [-4.90658, 9.24912, 25.66178], [-6.28932, 8.88943, 26.02146], [-4.09821, 8.58288, 26.65122], [-4.19383, 13.20294, 24.55105], [-2.46208, 12.95252, 25.04292], [-3.78619, 13.20700, 26.27492], [-5.08173, 11.17130, 26.74165], [-5.65208, 11.29934, 25.12860], [-4.64326, 8.93288, 24.65245], [-7.01531, 9.42479, 25.40954], [-6.45421, 9.37719, 26.98220], [-6.53135, 7.82665, 26.01913], [-4.50915, 8.41321, 27.55810], [-3.18213, 8.96132, 26.84537], [-7.58176, -0.85651, 38.85540], [-7.51401, -1.29453, 37.51272], [-8.13201, -2.54981, 37.21301], [-8.72030, -2.56865, 35.78022], [-9.43566, -1.32808, 35.33078], [-9.49051, -3.74402, 35.54170], [-6.81071, -1.43620, 39.36289], [-8.55480, -0.92405, 39.34193], [-7.35432, 0.20950, 38.85057], [-7.33099, -3.28215, 37.31359], [-8.97788, -2.67276, 37.88939], [-7.87464, -2.59503, 35.09301], [-8.74994, -0.52351, 35.06515], [-10.01692, -0.83687, 36.11114], [-10.08613, -1.41089, 34.46007], [-8.92777, -4.52536, 35.84653], [-9.54716, -3.87457, 34.54177], [-14.10968, -3.17299, 33.97610], [-14.31358, -2.79235, 35.20303], [-13.33230, -3.10217, 35.96603], [-15.42336, -2.38062, 35.58344], [-14.95011, -3.12490, 33.41801], [-13.19166, -3.36863, 33.60323], [-13.39159, -2.98854, 36.96787], [-12.36573, -3.21983, 35.69773], [-7.65358, 2.48552, 31.59437], [-6.62657, 1.86918, 31.13853], [-5.56826, 2.60369, 31.24397], [-6.75213, 0.78018, 30.62993], [-7.77496, 3.42792, 31.93678], [-8.48296, 1.93717, 31.41677], [-4.63432, 2.23875, 31.12286], [-5.70253, 3.43295, 31.80468], [-8.78913, -3.42961, 30.11887], [-9.59349, -4.17830, 30.73486], [-8.92739, -5.23813, 31.20293], [-10.74500, -3.87174, 31.08584], [-9.17240, -2.54936, 29.80520], [-7.85444, -3.74721, 29.90532], [-9.33055, -5.91549, 31.83440], [-8.01092, -5.41728, 30.81815], [-16.46216, -6.74977, 29.86268], [-17.08897, -5.88227, 30.58476], [-16.84054, -4.66215, 30.29979], [-17.97601, -6.24569, 31.36908], [-16.47381, -7.70149, 30.20062], [-15.81856, -6.45783, 29.14113], [-17.41835, -3.88808, 30.59486], [-16.06363, -4.46048, 29.68674], [-18.55644, 0.42681, 26.33160], [-17.99873, 0.61703, 27.51734], [-17.51405, -0.47732, 27.99008], [-17.96439, 1.70611, 28.00642], [-19.06664, 1.23045, 25.99405], [-18.44871, -0.46053, 25.86136], [-17.10802, -0.36237, 28.90771], [-17.43013, -1.31876, 27.43779], [-8.72444, -1.34633, 22.53837], [-8.98339, -1.09267, 23.77123], [-9.61497, 0.05653, 23.83788], [-8.59830, -1.69978, 24.76002], [-8.23516, -2.17315, 22.22679], [-9.13372, -0.74480, 21.83781], [-9.77960, 0.43243, 22.91501], [-9.65017, 0.62038, 24.67510], [-14.76854, 1.99230, 32.71382], [-15.81907, 1.30579, 32.27277], [-16.87517, 2.04130, 32.28740], [-15.74579, 0.23961, 31.68220], [-14.98061, 2.92872, 33.02724], [-13.83989, 1.59813, 32.66537], [-17.45378, 1.59691, 31.58896], [-16.90134, 2.94998, 32.72753]], "lowdin_charge": [-0.13, -0.19, -0.19, -0.42, -0.06, 0.03, 0.08, 0.09, 0.09, 0.11, 0.12, 0.14, 0.08, 0.07, 0.08, 0.06, 0.07, -0.13, -0.20, -0.17, -0.46, -0.07, 0.03, 0.09, 0.09, 0.09, 0.13, 0.12, 0.13, 0.08, 0.07, 0.08, 0.06, 0.06, -0.13, -0.18, -0.16, -0.42, -0.10, 0.03, 0.08, 0.09, 0.09, 0.11, 0.10, 0.13, 0.08, 0.08, 0.08, 0.06, 0.06, -0.10, -0.21, -0.19, -0.43, -0.11, 0.03, 0.08, 0.09, 0.08, 0.12, 0.11, 0.14, 0.08, 0.08, 0.09, 0.07, 0.07, -0.11, -0.21, -0.17, -0.47, -0.06, 0.04, 0.09, 0.08, 0.09, 0.12, 0.12, 0.13, 0.08, 0.08, 0.08, 0.07, 0.07, 0.16, -0.79, 0.16, 0.00, 0.12, 0.11, 0.12, 0.09, 0.15, -0.83, 0.17, 0.04, 0.12, 0.12, 0.12, 0.11, 0.18, -0.77, 0.14, -0.01, 0.13, 0.13, 0.11, 0.10, 0.16, -0.81, 0.17, 0.00, 0.12, 0.11, 0.13, 0.11, 0.15, -0.82, 0.17, 0.05, 0.12, 0.10, 0.12, 0.11, 0.16, -0.79, 0.16, 0.03, 0.13, 0.11, 0.10, 0.12, 0.16, -0.78, 0.16, 0.01, 0.10, 0.11, 0.13, 0.12], "total_energy_ha": -3021.70346, "lumo_energy_ha": 0.0018, "relative_energy_ev": 8.639}



Record 2
{"formula": "C2H14N2O4", "method": "ωB97M-V/def2-TZVPD", "symbols": ["N", "C", "C", "N", "H", "H", "H", "H", "H", "H", "O", "H", "H", "O", "H", "H", "O", "H", "H", "O", "H", "H"], "coordinates": [[0.66353, 0.77024, 0.85478], [0.64125, 0.52952, -0.55931], [-0.46349, 0.72582, -1.28029], [-0.50232, 0.16562, -2.59628], [-0.20828, 0.93768, 1.33186], [1.33466, 1.47770, 1.14284], [1.54477, 0.01782, -0.84171], [-1.29775, 1.29680, -0.87428], [0.27210, -0.43203, -2.83638], [-0.93602, 0.68446, -3.33374], [3.55264, -1.45074, 0.16245], [2.99963, -1.57171, -0.63274], [4.29101, -1.90096, -0.29265], [-3.26676, 2.23889, 0.36754], [-3.62741, 1.84626, -0.43823], [-2.96799, 1.43906, 0.83107], [1.21900, -2.00359, 1.45273], [0.95225, -1.12105, 1.73556], [2.10496, -1.86054, 1.07754], [-2.07696, -0.26421, 1.73692], [-1.62686, -0.53320, 0.91166], [-2.60198, -0.99185, 2.08069]], "lowdin_charge": [0.00, -0.20, -0.19, 0.02, 0.05, 0.09, 0.08, 0.09, 0.07, 0.06, -0.06, 0.05, 0.07, -0.07, 0.03, -0.01, -0.10, -0.01, -0.03, -0.05, 0.04, 0.06], "total_energy_ha": -495.02819, "lumo_energy_ha": 0.0154, "relative_energy_ev": 1.462}



Record 3
{"formula": "C4H12NO3", "method": "ωB97M-V/def2-TZVPD", "symbols": ["C", "C", "C", "C", "O", "O", "N", "H", "H", "H", "H", "H", "H", "H", "H", "H", "H", "H", "H", "O"], "coordinates": [[-1.91063, 0.64262, -1.22032], [-0.57160, 0.17411, -0.70432], [-1.01654, -0.93131, 0.35485], [0.08317, -1.56743, 1.19451], [0.07285, -2.51184, 2.06488], [1.22879, -1.24595, 0.78096], [0.23889, 1.26728, 0.04669], [-1.71080, 0.98639, -2.24448], [-2.59562, -0.23662, -1.25145], [-2.65425, 1.41368, -0.85743], [0.07024, -0.24896, -1.49423], [-1.84579, -0.69582, 1.01026], [-1.39481, -1.84033, -0.19293], [0.95980, -2.89749, 2.24818], [1.29694, 1.15492, -0.08543], [0.10054, 2.17331, -0.41027], [0.01540, 1.28409, 1.03372], [3.47118, 0.28826, 0.18241], [3.24876, 1.73221, -0.52820], [2.91348, 1.05888, 0.07261]], "mulliken_spin": [0.00, 0.01, 0.04, -0.04, 0.07, 0.90, 0.00, 0.00, 0.00, 0.00, 0.00, 0.01, 0.00, 0.00, 0.00, 0.00, 0.00, 0.00, 0.00, 0.00], "total_energy_ha": -439.32142, "charge": 2, "lumo_energy_ha": [-0.3301, -0.4997], "multiplicity": 2, "relative_energy_ev": 0.858}



Record 4
{"formula": "C36H32CoN2O6S3", "method": "ωB97M-V/def2-TZVPD", "symbols": ["Co", "O", "C", "O", "C", "C", "C", "C", "C", "C", "N", "C", "C", "C", "C", "C", "C", "N", "H", "H", "H", "H", "H", "H", "H", "H", "H", "H", "O", "S", "C", "C", "C", "C", "S", "O", "C", "C", "C", "C", "C", "C", "C", "C", "C", "C", "C", "C", "H", "H", "H", "H", "H", "H", "H", "H", "H", "H", "H", "H", "H", "H", "H", "H", "H", "H", "O", "C", "O", "C", "C", "C", "C", "C", "C", "S", "H", "H", "H", "H"], "coordinates": [[0.01332, 0.68516, 0.26227], [7.64581, -0.78853, 1.27596], [6.60373, -1.06320, 0.46124], [6.73531, -1.86993, -0.41690], [5.31966, -0.34614, 0.70947], [4.24001, -0.68438, -0.10837], [3.01371, -0.08445, 0.05697], [2.81099, 0.88946, 1.04770], [3.89778, 1.23440, 1.86518], [5.12452, 0.62444, 1.69016], [1.54469, 1.40798, 1.18876], [1.26860, 2.48367, 1.92489], [-0.08100, 2.82534, 2.12876], [-0.49003, 3.96419, 2.86527], [-1.82123, 4.23067, 3.01502], [-2.76948, 3.36780, 2.43322], [-2.30460, 2.28304, 1.72675], [-1.01067, 1.99847, 1.56328], [7.40925, -0.12398, 1.93320], [4.39372, -1.42925, -0.87658], [2.19043, -0.35497, -0.59921], [3.77999, 1.95054, 2.66372], [5.92184, 0.92674, 2.35860], [2.04762, 3.11275, 2.33726], [0.26275, 4.60614, 3.30020], [-2.14407, 5.09637, 3.57580], [-3.82845, 3.53941, 2.53825], [-2.99935, 1.59815, 1.25687], [0.18214, -0.92064, 1.43285], [-0.51312, -1.77249, 2.45815], [-1.70254, -2.75751, 1.49565], [-1.11293, -3.21385, 0.16856], [-2.15731, -3.27619, -0.95991], [-1.69139, -2.56566, -2.22717], [-1.84743, -0.75942, -2.16564], [-1.38066, -0.35678, -0.78866], [-3.62683, -0.64870, -2.07910], [-4.23375, -0.30121, -0.88464], [-5.61719, -0.20116, -0.83697], [-6.37134, -0.44551, -1.97362], [-5.74908, -0.78055, -3.16917], [-4.36863, -0.87648, -3.23001], [0.68981, -3.03968, 2.82162], [1.95399, -2.94555, 2.26418], [2.89434, -3.91966, 2.57642], [2.56666, -4.95486, 3.43674], [1.29773, -5.02541, 3.99972], [0.35072, -4.06070, 3.70002], [-2.53307, -2.06589, 1.34211], [-2.04589, -3.56608, 2.13980], [-0.61094, -4.17376, 0.28613], [-0.34489, -2.48989, -0.10545], [-3.10258, -2.83177, -0.63883], [-2.38542, -4.31248, -1.21186], [-2.27040, -2.84139, -3.10908], [-0.63946, -2.75668, -2.44190], [-3.62067, -0.11201, -0.01566], [-6.10524, 0.06742, 0.08920], [-7.44815, -0.36935, -1.93193], [-6.33905, -0.95824, -4.05630], [-3.87923, -1.11826, -4.16404], [2.19586, -2.12524, 1.60123], [3.88369, -3.86204, 2.14478], [3.30381, -5.70718, 3.67945], [1.04819, -5.82830, 4.67820], [-0.63148, -4.10474, 4.15107], [0.90558, 0.68469, -2.67175], [0.53218, 1.77681, -2.29830], [0.12547, 2.05061, -1.09589], [0.47072, 2.97802, -3.18867], [1.00644, 2.97502, -4.45420], [0.89409, 4.11448, -5.25040], [0.23485, 5.25271, -4.78602], [-0.29661, 5.27937, -3.51553], [-0.16655, 4.14007, -2.69000], [-0.69464, 4.16717, -1.08808], [1.49914, 2.08192, -4.81199], [1.32054, 4.11526, -6.24353], [0.14920, 6.12151, -5.42282], [-0.79354, 6.16042, -3.13649]], "mulliken_spin": [1.00, 0.00, 0.00, 0.01, 0.07, -0.02, 0.13, -0.22, 0.12, -0.03, 0.16, 0.23, 0.10, 0.08, 0.00, 0.15, -0.04, 0.21, 0.00, 0.00, 0.04, 0.01, 0.00, 0.04, 0.00, 0.00, 0.01, 0.00, 0.02, 0.01, 0.00, 0.00, 0.00, 0.00, 0.00, -0.01, 0.00, 0.00, 0.00, 0.00, 0.00, 0.00, 0.00, -0.01, 0.00, 0.00, 0.00, 0.00, 0.00, 0.00, 0.00, 0.00, 0.00, 0.00, 0.00, 0.00, 0.00, 0.00, 0.00, 0.00, 0.00, 0.01, 0.00, 0.00, 0.00, 0.00, 0.05, 0.13, 0.13, 0.06, -0.04, 0.17, -0.06, 0.12, 0.00, 1.37, 0.01, 0.00, 0.00, -0.01], "total_energy_ha": -4529.05774, "charge": 1, "lumo_energy_ha": [-0.0933, -0.2209], "multiplicity": 5}



Record 5
{"formula": "C5H11N", "method": "ωB97M-V/def2-TZVPD", "symbols": ["C", "C", "C", "C", "C", "H", "H", "H", "H", "H", "H", "H", "H", "H", "H", "H", "N"], "coordinates": [[-2.48769, -0.13708, -0.38337], [-1.21616, -0.44937, 0.43705], [0.49766, 1.31164, 0.07949], [1.19867, -0.02565, 0.36511], [2.45051, -0.47753, -0.30324], [-2.48037, -0.72022, -1.29836], [-2.60227, 0.98426, -0.63614], [-3.22289, -0.32973, 0.38536], [-1.07970, -1.56310, 0.45085], [-1.25180, -0.06001, 1.44116], [-0.08338, 1.99031, 0.74921], [0.85403, 1.87418, -0.86130], [1.11769, -0.40334, 1.42284], [2.97809, -1.54938, 0.37395], [2.10694, -1.04777, -1.52172], [3.29405, 0.55486, -0.36236], [-0.07341, 0.04795, -0.33851]], "lowdin_charge": [-0.09, -0.28, -0.12, -0.45, -0.15, 0.07, 0.10, 0.05, 0.13, 0.10, 0.11, 0.12, 0.13, 0.13, 0.16, 0.14, -0.14], "total_energy_ha": -251.70524, "lumo_energy_ha": 0.0411, "relative_energy_ev": 4.280}